DFT (wB97M-V/def2-TZVPD) results for a molecular structure, C35H33AuClN4Si2 at a distorted geometry.

```
76
C35H33AuClN4Si2 wB97M-V/def2-TZVPD
C 3.074 -3.200 3.380
C 3.380 -1.901 2.900
C 2.230 -1.075 3.056
H 4.335 -1.575 2.496
C 1.188 -1.877 3.603
C 1.695 -3.199 3.783
H 1.140 -4.053 4.187
H 3.762 -4.036 3.485
H 2.169 -0.012 2.835
H 0.189 -1.540 3.868
Au -1.007 -0.788 -0.039
Si -1.376 1.302 -0.684
C -1.035 2.106 -2.363
C -1.974 2.030 -3.399
H -2.837 1.357 -3.301
C -1.750 2.793 -4.542
H -2.432 2.692 -5.379
C -0.690 3.703 -4.582
H -0.572 4.365 -5.424
C 0.232 3.765 -3.537
H 1.084 4.441 -3.558
C 0.070 2.955 -2.424
H 0.765 2.987 -1.572
C -3.114 1.887 -0.336
C -3.258 3.281 -0.368
H -2.432 3.907 -0.722
C -4.469 3.870 0.003
H -4.568 4.957 -0.011
C -5.556 3.056 0.337
H -6.507 3.510 0.608
C -5.428 1.666 0.316
H -6.279 1.024 0.565
C -4.220 1.072 -0.074
H -4.147 -0.012 -0.200
H -0.485 2.213 0.087
Si 0.946 -1.538 -2.574
C -1.330 0.074 1.819
C -0.486 1.011 2.385
H 0.492 1.197 1.959
C -0.963 1.770 3.464
H -0.380 2.622 3.819
C -2.190 1.461 4.056
H -2.535 2.016 4.947
C -2.987 0.456 3.494
H -3.991 0.265 3.873
C -2.504 -0.312 2.434
H -3.086 -1.134 2.038
C 2.002 -0.032 -2.279
C 2.493 0.312 -0.997
H 2.131 -0.201 -0.106
C 3.469 1.288 -0.817
H 3.839 1.509 0.201
C 3.952 1.966 -1.943
H 4.714 2.731 -1.813
C 3.441 1.702 -3.218
H 3.761 2.296 -4.088
C 2.481 0.691 -3.382
H 2.085 0.435 -4.363
H 1.292 -2.720 -3.322
Cl -0.600 -0.756 -3.890
N 3.001 -3.867 0.286
C 4.122 -3.376 -0.352
C 3.683 -2.434 -1.225
N 2.288 -2.352 -1.123
C 1.918 -3.176 -0.138
C 0.602 -3.491 0.385
N -0.567 -2.817 0.415
C -1.476 -3.543 1.151
C -0.890 -4.724 1.481
N 0.386 -4.667 1.002
H 3.003 -4.600 1.007
H 5.093 -3.798 -0.182
H 4.262 -1.822 -1.889
H -2.461 -3.157 1.382
H -1.279 -5.582 1.955
H 1.093 -5.376 1.152
```

For the lowest unoccupied orbital energy (alpha / beta), the calculation gives -3.7 / -4.8 eV. The spin multiplicity is 3. The calculation puts the largest force on an atom at 3.5 eV/A. The energy relative to the best compared isomer or geometry (same formula, charge and spin) is 26.67 kJ/mol. As for the expectation value of S²: 2.0262. The total charge is +1. The HOMO-LUMO gap (alpha / beta) comes out at 6.2 / 5.8 eV.



DFT (wB97M-V/def2-TZVPD) results for a single C18H22N2O7S molecule at a distorted geometry.

```
50
C18H22N2O7S wB97M-V/def2-TZVPD
C -4.364 -3.041 1.379
C -5.530 -2.961 0.405
O -5.784 -1.608 0.016
C -5.024 -1.097 -0.946
O -4.186 -1.708 -1.561
C -5.338 0.363 -1.146
S -4.544 1.363 0.190
C -2.874 1.445 -0.303
C -2.344 0.799 -1.425
C -1.016 0.942 -1.760
C -0.144 1.716 -0.988
C 1.264 1.928 -1.460
O 1.469 2.403 -2.562
N 2.254 1.619 -0.594
C 2.115 0.814 0.596
C 2.736 -0.567 0.374
C 4.216 -0.421 -0.033
C 4.322 0.485 -1.262
C 3.632 1.820 -0.992
O 4.793 -1.676 -0.322
C 5.341 -2.185 0.875
C 5.500 -0.948 1.784
O 4.979 0.122 1.027
C -0.645 2.365 0.122
C -1.990 2.227 0.463
N -2.466 2.890 1.615
O -1.699 3.563 2.274
O -3.651 2.733 1.895
H -4.245 -4.065 1.721
H -4.548 -2.398 2.236
H -3.447 -2.725 0.889
H -5.322 -3.554 -0.491
H -6.458 -3.298 0.870
H -6.400 0.540 -0.983
H -5.033 0.721 -2.125
H -2.960 0.161 -2.034
H -0.634 0.448 -2.640
H 1.064 0.708 0.862
H 2.646 1.313 1.414
H 2.661 -1.155 1.289
H 2.215 -1.097 -0.425
H 3.854 -0.028 -2.102
H 5.374 0.646 -1.490
H 3.632 2.438 -1.892
H 4.155 2.339 -0.184
H 6.292 -2.661 0.632
H 4.668 -2.928 1.321
H 4.944 -1.063 2.722
H 6.545 -0.723 2.011
H -0.025 2.997 0.740
```

As for the SMILES: CCOC(=O)CSc1ccc(C(=O)N2CCC3(CC2)OCCO3)cc1[N+](=O)[O-]. For the lowest unoccupied orbital energy, the calculation gives -0.7 eV. The calculation puts the largest force on an atom at 1.6 eV/A. The energy relative to the best compared isomer or geometry (same formula, charge and spin) is 63.20 kJ/mol. The total charge is 0. The HOMO-LUMO gap comes out at 8.0 eV.



DFT (wB97M-V/def2-TZVPD) results for a molecular structure, C13H18AsN3S6Tc.

```
42
C13H18AsN3S6Tc wB97M-V/def2-TZVPD
Tc -0.067 2.338 0.104
C 2.104 1.933 4.937
S 2.562 0.665 3.744
C 1.599 1.094 2.350
S 0.429 2.358 2.378
N 1.780 0.350 1.300
N 0.967 0.716 0.269
C 0.897 -0.327 -0.751
C 0.238 0.224 -1.984
C 0.294 -0.374 -3.227
C -0.414 0.213 -4.270
C -1.170 1.345 -4.018
C -1.187 1.880 -2.741
N -0.481 1.336 -1.747
H 2.644 1.670 5.844
H 1.038 1.920 5.148
H 2.417 2.921 4.608
H 1.858 -0.808 -0.927
H 0.888 -1.265 -3.378
H -0.376 -0.215 -5.262
H -1.747 1.822 -4.797
H -1.781 2.752 -2.488
S -3.097 5.314 1.801
As -3.037 4.098 0.202
S -2.383 2.041 0.658
S 0.564 4.199 -0.407
S -3.519 4.445 -1.737
C 0.942 -3.452 -0.741
C -0.057 -2.649 0.087
C 0.528 -2.434 1.560
C -1.423 -3.322 0.191
C -0.151 -1.252 -0.230
H 1.002 -4.459 -0.333
H 1.945 -3.028 -0.716
H 0.606 -3.529 -1.775
H 0.519 -3.450 1.957
H -0.106 -1.808 2.187
H 1.535 -2.030 1.548
H -1.308 -4.309 0.636
H -1.867 -3.446 -0.796
H -2.107 -2.745 0.812
H -1.080 -0.732 0.003
```

For the lowest unoccupied orbital energy, the calculation gives -5.7 eV. The calculation puts the largest force on an atom at 0.4 eV/A. The energy relative to the best compared isomer or geometry (same formula, charge and spin) is 0.00 kJ/mol. The total charge is +1. The HOMO-LUMO gap comes out at 5.3 eV.



DFT (wB97M-V/def2-TZVPD) results for 2 unconnected molecules or ions with the total composition C3H12N2S at a distorted geometry.

```
18
C3H12N2S wB97M-V/def2-TZVPD
C 3.255 -0.768 -3.877
C 4.608 -1.391 -4.098
S 4.541 -3.026 -4.921
H 2.502 -1.507 -3.611
H 2.809 -0.257 -4.734
H 3.266 -0.080 -3.029
H 5.201 -0.743 -4.731
H 5.120 -1.522 -3.152
H 3.218 -3.154 -4.804
N -3.763 2.138 5.232
C -3.456 1.686 3.886
N -4.387 0.693 3.279
H -4.677 2.594 5.212
H -3.934 1.331 5.828
H -3.477 2.560 3.252
H -2.459 1.241 3.895
H -3.911 0.318 2.464
H -4.456 -0.114 3.908
```

As for the SMILES: CCS.NCN. For the lowest unoccupied orbital energy, the calculation gives 1.1 eV. The calculation puts the largest force on an atom at 1.1 eV/A. The energy relative to the best compared isomer or geometry (same formula, charge and spin) is 29.09 kJ/mol. The total charge is 0. The HOMO-LUMO gap comes out at 10.2 eV.